No. 1
Below is a molecular structure, C37H38Cl2O2P2Re, with properties calculated with ωB97M-V with the def2-TZVPD basis set.

Summary:
2S+1: 4
total charge: +2
E: -88811.6209 eV
⟨S²⟩: 3.794
frontier orbital gap (alpha / beta): 5.7 / 6.3 eV

Geometry as XYZ:
```
82
Properties=species:S:1:pos:R:3:lowdin_spin:R:1
Re 0.94 0.10 1.15 1.833
C 3.42 1.24 2.54 -0.007
C 3.12 1.65 1.27 0.018
C 3.94 1.22 0.07 0.003
C 3.44 -0.01 -0.72 0.006
C 2.32 -0.81 -0.04 -0.021
C 2.47 -1.33 1.34 -0.008
C 3.85 -1.27 2.01 0.002
C 4.18 0.01 2.83 -0.002
C -0.48 -1.16 1.76 0.053
H 3.10 1.78 3.44 0.000
H 2.55 2.60 1.14 0.004
H 5.00 1.11 0.37 0.000
H 3.96 2.08 -0.62 0.001
H 3.01 0.35 -1.67 0.000
H 4.31 -0.65 -0.95 -0.002
H 1.77 -1.50 -0.70 -0.005
H 1.99 -2.31 1.54 0.008
H 4.64 -1.46 1.26 -0.002
H 3.91 -2.08 2.76 0.000
H 4.05 -0.25 3.89 0.000
H 5.28 0.18 2.77 0.000
H -0.05 -2.15 1.92 0.013
H -1.47 -1.28 1.21 0.025
H -0.67 -0.78 2.81 0.014
P -1.06 1.11 -0.86 0.291
P -0.93 -1.42 -1.28 0.312
C 0.28 0.76 -2.04 0.008
C 0.20 -0.55 -2.43 0.035
C -2.34 2.11 -1.87 0.043
C -2.13 2.62 -3.16 0.015
C -3.13 3.36 -3.82 0.002
C -4.35 3.61 -3.16 0.010
C -4.53 3.18 -1.83 -0.001
C -3.53 2.44 -1.19 0.012
C -0.63 2.45 0.29 0.069
C -1.23 2.53 1.57 0.009
C -0.85 3.52 2.44 0.002
C 0.21 4.37 2.09 0.005
C 0.82 4.30 0.82 0.006
C 0.31 3.41 -0.13 0.025
C -2.34 -2.09 -2.30 0.025
C -3.27 -1.19 -2.85 0.015
C -4.35 -1.64 -3.60 -0.002
C -4.51 -3.02 -3.82 0.022
C -3.57 -3.93 -3.33 -0.001
C -2.49 -3.46 -2.58 0.021
C -0.21 -3.02 -0.78 0.062
C -0.84 -3.76 0.24 0.016
C -0.20 -4.86 0.79 -0.001
C 1.02 -5.29 0.26 0.017
C 1.54 -4.67 -0.88 0.003
C 0.92 -3.54 -1.42 0.023
H 1.01 1.53 -2.34 0.001
H 0.57 -1.06 -3.35 0.003
H -1.19 2.42 -3.68 0.001
H -2.97 3.74 -4.84 0.000
H -5.14 4.18 -3.66 0.000
H -5.46 3.40 -1.29 0.000
H -3.67 2.09 -0.16 0.002
H -2.01 1.83 1.90 0.002
H -1.40 3.62 3.39 0.000
H 0.54 5.06 2.87 0.000
H 1.66 4.96 0.52 0.001
H 0.64 3.42 -1.18 0.001
H -3.16 -0.11 -2.65 0.001
H -5.07 -0.92 -4.00 0.000
H -5.36 -3.38 -4.40 0.001
H -3.68 -5.00 -3.51 0.000
H -1.77 -4.18 -2.20 0.001
H -1.80 -3.42 0.63 0.001
H -0.66 -5.37 1.65 0.000
H 1.55 -6.11 0.74 0.001
H 2.46 -5.05 -1.34 0.001
H 1.32 -3.04 -2.31 0.001
Cl 1.76 3.05 5.28 0.000
C 0.76 1.56 5.22 -0.003
Cl -1.00 1.70 5.09 0.001
C 1.15 0.68 4.00 0.005
O 1.60 -0.46 4.14 0.006
O 0.87 1.25 2.86 -0.002
H 1.01 0.98 6.12 0.000
```


No. 2
Below is a molecular structure, C37H38CoN2O8PS, with properties calculated with ωB97M-V with the def2-TZVPD basis set.

Summary:
2S+1: 2
total charge: +1
E: -116090.5088 eV
energy relative to the best compared isomer or geometry (same formula, charge and spin): 43.5 kcal per mole
⟨S²⟩: 0.757
frontier orbital gap (alpha / beta): 4.6 / 4.6 eV

Geometry as XYZ:
```
88
Properties=species:S:1:pos:R:3:lowdin_spin:R:1
Co 1.02 -1.06 1.09 0.968
C 0.91 1.96 2.48 0.001
O 1.28 1.30 1.29 0.031
C 2.62 1.58 0.92 0.001
C 2.94 0.91 -0.42 0.000
O 2.32 -0.37 -0.47 0.002
C 2.95 -1.27 -1.37 0.000
C 2.23 -2.62 -1.32 0.001
O 1.98 -2.94 0.05 0.025
C 1.44 -4.25 0.18 0.001
H 0.90 3.04 2.33 0.000
H -0.09 1.62 2.74 0.000
H 1.59 1.71 3.30 0.000
H 2.76 2.66 0.83 0.001
H 3.29 1.21 1.70 0.000
H 2.57 1.52 -1.25 0.000
H 4.03 0.81 -0.51 0.000
H 2.92 -0.87 -2.39 0.000
H 4.00 -1.41 -1.07 0.000
H 1.28 -2.59 -1.87 0.000
H 2.88 -3.38 -1.76 0.001
H 0.48 -4.34 -0.33 0.000
H 2.15 -4.98 -0.23 0.000
H 1.31 -4.42 1.25 0.000
O -2.29 -2.51 -0.28 0.000
S -1.40 -1.68 -1.05 0.000
O -0.69 -2.37 -2.09 0.000
O -0.42 -0.90 -0.18 -0.005
C -2.39 -0.42 -1.83 0.000
C -3.54 -0.82 -2.49 0.000
C -4.28 0.12 -3.19 0.000
C -3.86 1.44 -3.23 0.000
C -2.72 1.83 -2.56 0.000
C -1.98 0.89 -1.84 0.000
P -0.37 1.37 -1.12 0.000
C 0.49 1.47 -2.73 0.000
C 0.98 2.63 -3.33 0.000
C 1.61 2.55 -4.57 0.000
C 1.76 1.33 -5.20 0.000
C 1.26 0.18 -4.62 0.000
C 0.64 0.24 -3.38 0.000
C -0.69 3.03 -0.45 0.000
C 0.31 4.00 -0.35 0.000
C 0.06 5.20 0.28 0.000
C -1.18 5.44 0.86 0.000
C -2.16 4.47 0.82 0.000
C -1.92 3.27 0.18 0.000
H -3.84 -1.86 -2.46 0.000
H -5.18 -0.19 -3.70 0.000
H -4.43 2.17 -3.80 0.000
H -2.39 2.86 -2.60 0.000
H 0.85 3.59 -2.87 0.000
H 1.97 3.45 -5.03 0.000
H 2.27 1.27 -6.16 0.000
H 1.35 -0.78 -5.11 0.000
H 0.24 -0.65 -2.93 0.000
H 1.29 3.81 -0.77 0.000
H 0.83 5.96 0.31 0.000
H -1.36 6.38 1.37 0.000
H -3.12 4.65 1.29 0.000
H -2.68 2.50 0.16 0.000
O -5.15 -2.52 -0.16 0.000
C -5.45 -2.04 1.06 0.000
O -6.56 -1.87 1.44 0.000
C -4.17 -1.74 1.80 -0.001
C -3.50 -2.77 2.44 0.000
C -2.17 -2.64 2.76 -0.001
C -1.48 -1.46 2.42 0.001
C -2.20 -0.38 1.90 0.000
C -3.53 -0.52 1.58 0.000
N -0.11 -1.37 2.55 -0.005
C 0.52 -1.82 3.64 -0.005
C 1.91 -1.78 3.58 -0.001
C 2.81 -2.11 4.62 -0.001
C 4.16 -2.03 4.41 -0.002
C 4.62 -1.60 3.15 -0.001
C 3.70 -1.31 2.17 -0.003
N 2.38 -1.37 2.35 -0.009
H -4.17 -2.62 -0.26 0.000
H -4.01 -3.70 2.63 0.000
H -1.62 -3.47 3.19 0.000
H -1.67 0.53 1.68 0.000
H -4.08 0.29 1.12 0.000
H -0.04 -2.13 4.51 0.000
H 2.42 -2.44 5.57 0.000
H 4.87 -2.29 5.18 0.000
H 5.67 -1.53 2.94 0.000
H 4.05 -1.03 1.19 0.000
```


No. 3
Below is 2 unconnected molecules or ions with the total composition C37H38N3S, with properties calculated with ωB97M-V with the def2-TZVPD basis set.

Summary:
total charge: +1
E: -54285.6841 eV
frontier orbital gap: 5.3 eV

Geometry as XYZ:
```
79
Properties=species:S:1:pos:R:3:mulliken_charge:R:1
C -1.86 3.06 3.76 -1.700
C -1.21 1.73 3.36 0.632
C 0.16 1.59 4.00 -1.345
C -1.14 1.55 1.84 0.571
C -2.51 1.77 1.28 -2.242
N -2.49 1.50 -0.17 0.305
C -3.50 1.98 -1.00 0.337
C -3.39 1.52 -2.31 0.550
C -4.38 1.90 -3.23 -0.492
C -5.36 2.83 -2.82 -0.606
C -5.44 3.29 -1.50 -0.778
C -4.52 2.82 -0.56 -0.637
S -1.98 0.48 -2.46 -0.238
C -1.61 0.60 -0.72 0.129
N -0.72 -0.09 -0.08 0.209
C -0.60 0.19 1.38 -0.687
C -1.22 -0.95 2.17 0.136
C -0.42 -1.73 3.00 0.142
C -0.97 -2.70 3.84 -1.481
C -2.36 -2.88 3.85 -0.674
C -3.18 -2.14 2.99 -0.987
C -2.59 -1.24 2.09 -0.179
H -1.37 3.91 3.26 0.357
H -2.93 3.09 3.52 0.372
H -1.78 3.22 4.84 0.464
H -1.86 0.93 3.75 0.118
H 0.89 2.23 3.50 0.353
H 0.12 1.88 5.05 0.456
H 0.52 0.56 3.97 0.121
H -0.46 2.33 1.46 0.737
H -3.26 1.15 1.80 0.329
H -2.84 2.80 1.41 1.016
H -4.38 1.48 -4.23 0.413
H -6.07 3.21 -3.55 0.380
H -6.22 4.00 -1.19 0.378
H -4.59 3.12 0.49 0.387
H 0.49 0.18 1.55 0.410
H 0.67 -1.57 2.99 0.936
H -0.31 -3.29 4.49 0.421
H -2.79 -3.65 4.49 0.398
H -4.27 -2.27 2.99 0.419
H -3.22 -0.74 1.33 0.546
C 0.89 -2.50 -4.63 -1.844
C 1.42 -1.36 -3.87 0.179
N 1.80 -0.24 -4.55 0.363
C 1.52 0.00 -5.95 -0.916
C 2.44 0.65 -3.70 0.187
C 2.42 0.09 -2.39 0.846
C 2.94 0.86 -1.35 -0.122
C 3.45 2.14 -1.64 -1.012
C 3.38 2.69 -2.94 -0.631
C 2.89 1.92 -4.01 -1.200
C 1.72 -1.19 -2.48 0.997
C 1.26 -1.96 -1.37 -0.761
C 2.11 -2.46 -0.32 0.684
C 3.52 -2.25 -0.36 -0.261
C 4.32 -2.39 0.77 -0.738
C 3.78 -2.77 2.00 1.140
C 4.56 -2.59 3.27 -1.590
C 2.46 -3.25 2.00 -0.917
C 1.63 -3.08 0.88 -0.284
H 0.87 -3.39 -4.01 0.458
H -0.14 -2.29 -4.95 0.356
H 1.47 -2.71 -5.55 0.407
H 1.84 1.02 -6.20 0.329
H 2.06 -0.71 -6.58 0.325
H 0.44 -0.07 -6.18 0.311
H 2.88 0.48 -0.32 0.423
H 3.88 2.73 -0.83 0.399
H 3.74 3.70 -3.12 0.407
H 2.90 2.28 -5.04 0.284
H 0.18 -2.20 -1.34 0.283
H 3.97 -1.93 -1.30 0.513
H 5.39 -2.14 0.71 0.445
H 4.01 -2.94 4.15 0.365
H 5.50 -3.15 3.22 0.416
H 4.85 -1.54 3.48 0.333
H 2.07 -3.69 2.93 0.416
H 0.58 -3.39 0.94 0.433
```